Record 1
Here is a molecular structure, C30H36N11Ta in a non-equilibrium geometry from the Open Molecules 2025 dataset. Energies are from ωB97M-V/def2-TZVPD.

Results
Total charge: +4
HOMO-LUMO gap, eV: 5.98
Energy, hartree: -1822.815114
E_HOMO, eV: -19.1

Element x y z (Å)
Ta: 0.171 -0.069 -0.234
C: 2.098 -0.012 -4.265
C: 2.224 -1.344 -4.664
C: 1.822 -2.318 -3.787
C: 1.289 -1.985 -2.543
N: 1.143 -0.681 -2.129
C: 1.573 0.269 -3.039
N: 0.939 -3.061 -1.775
C: 0.168 -3.063 -0.783
N: -0.514 -1.904 -0.183
C: -1.439 -2.458 0.796
N: -2.335 -1.820 1.413
C: -2.613 -0.489 1.263
C: -3.860 -0.097 1.754
C: -4.243 1.219 1.729
C: -3.327 2.163 1.254
C: -2.122 1.739 0.781
N: -1.730 0.416 0.723
C: -1.166 -3.879 0.924
C: -1.748 -4.808 1.770
C: -1.317 -6.125 1.643
C: -0.351 -6.487 0.699
C: 0.220 -5.546 -0.153
C: -0.209 -4.237 -0.010
H: 2.413 0.800 -4.905
H: 2.633 -1.601 -5.634
H: 1.906 -3.370 -4.021
H: 1.472 1.294 -2.757
H: -4.492 -0.872 2.164
H: -5.215 1.521 2.101
H: -3.549 3.221 1.276
H: -1.398 2.465 0.465
H: -2.508 -4.528 2.487
H: -1.744 -6.889 2.280
H: -0.050 -7.524 0.624
H: 0.954 -5.827 -0.896
C: 0.000 4.886 -1.511
N: -0.863 3.813 -2.023
C: -1.980 4.204 -2.923
C: -2.705 2.883 -3.191
N: -1.840 1.896 -2.514
C: -2.129 0.476 -2.592
C: -0.842 2.496 -1.875
N: 0.045 1.747 -1.112
C: 1.351 2.294 -0.586
C: 1.461 2.124 0.925
N: 1.306 0.667 1.258
C: 1.889 0.204 2.441
N: 2.381 -1.023 2.520
C: 2.464 -2.017 1.470
C: 3.021 -1.247 3.835
C: 2.838 0.106 4.532
N: 2.070 0.906 3.543
C: 1.629 2.248 3.943
H: -0.476 5.826 -1.780
H: 0.983 4.876 -1.980
H: 0.074 4.862 -0.424
H: -1.574 4.665 -3.822
H: -2.608 4.931 -2.412
H: -2.778 2.639 -4.249
H: -3.704 2.857 -2.757
H: -2.731 0.295 -3.481
H: -2.710 0.131 -1.734
H: -1.217 -0.104 -2.718
H: 1.480 3.340 -0.830
H: 2.185 1.766 -1.058
H: 0.696 2.715 1.426
H: 2.445 2.485 1.221
H: 2.696 -1.550 0.503
H: 1.563 -2.627 1.413
H: 3.294 -2.685 1.690
H: 4.067 -1.507 3.686
H: 2.524 -2.064 4.355
H: 3.778 0.610 4.748
H: 2.260 0.032 5.450
H: 1.644 2.271 5.030
H: 0.607 2.441 3.631
H: 2.309 3.018 3.581

Force components x, y, z for each atom (eV/Å):
Ta 0.1491 1.1239 -0.1251
C -0.0089 0.0765 0.0633
C 0.0534 -0.0453 -0.1189
C 0.0511 -0.0469 -0.0500
C 0.0286 0.0052 0.0898
N 0.2417 -0.0980 -0.2308
C -0.0363 -0.2608 -0.0489
N 0.1316 0.0843 -0.0445
C -0.2833 0.0795 0.5068
N -0.0600 -0.4680 0.1206
C 0.3256 -0.1109 -0.2295
N -0.0814 0.2065 -0.0258
C 0.1069 -0.1329 0.0385
C -0.0842 0.0439 0.0195
C -0.0963 -0.0247 0.0551
C 0.0857 0.0377 -0.0204
C -0.0492 -0.0954 0.2024
N -0.2693 0.0592 0.0804
C -0.2041 0.1539 0.2126
C -0.0112 -0.0507 -0.0087
C 0.0212 -0.0013 -0.0199
C -0.0157 -0.0021 0.0221
C -0.0185 -0.0484 0.0017
C 0.1814 -0.0266 -0.2429
H -0.0119 0.0033 0.0130
H -0.0020 -0.0009 0.0145
H -0.0163 -0.0012 0.0254
H -0.0540 0.1262 0.0124
H 0.0105 -0.0093 -0.0198
H 0.0084 -0.0007 -0.0057
H 0.0129 -0.0080 -0.0065
H 0.0209 0.0553 -0.0558
H 0.0099 0.0020 -0.0148
H 0.0062 0.0032 -0.0077
H -0.0044 0.0064 0.0029
H -0.0111 0.0067 0.0054
C -0.1081 -0.0326 -0.0140
N -0.0301 0.0687 -0.0737
C 0.0586 0.0055 0.0388
C -0.0285 -0.0414 0.0431
N 0.0646 -0.0321 -0.0981
C -0.1292 0.0887 0.0641
C 0.2987 -0.0925 0.1225
N -0.2877 0.0413 0.1629
C -0.0554 -0.0646 0.0076
C 0.0041 -0.1102 -0.0569
N -0.1256 -0.3390 -0.2391
C 0.0739 0.1067 -0.1374
N 0.0416 0.0014 0.0089
C 0.0938 -0.0059 -0.1036
C -0.0685 -0.0284 -0.0142
C -0.0445 0.0363 -0.0280
N 0.0629 0.0191 0.1081
C -0.0432 -0.1462 -0.0634
H -0.0032 0.0137 0.0168
H 0.0007 0.0320 -0.0202
H 0.0111 -0.0031 -0.0059
H 0.0043 -0.0261 -0.0234
H -0.0020 0.0159 -0.0095
H 0.0086 0.0226 -0.0171
H -0.0097 -0.0181 0.0003
H 0.0260 0.0118 -0.0368
H 0.0130 -0.0016 -0.0080
H 0.0886 -0.0632 0.0129
H -0.0408 -0.0260 -0.0452
H 0.0295 0.0400 -0.0119
H 0.0238 0.0017 0.0948
H 0.0570 -0.1055 0.1068
H -0.0737 -0.0015 0.0232
H -0.0386 -0.0302 0.0274
H 0.0243 0.0152 0.0005
H 0.0083 -0.0027 -0.0117
H 0.0036 -0.0052 0.0210
H 0.0191 -0.0162 -0.0006
H -0.0033 -0.0028 0.0130
H -0.0093 0.0280 0.0100
H -0.0373 -0.0064 -0.0618
H -0.0048 0.0113 -0.0126

=====

Record 2
Here is a molecular structure, C22H12Cl5N3ORuS from the Open Molecules 2025 dataset. Energies are from ωB97M-V/def2-TZVPD.

Results
Total charge: +1
HOMO-LUMO gap (alpha / beta), eV: 7.23 / 6.71
Energy, hartree: -3878.910037
Multiplicity: 2
<S²>: 0.76
Energy above the lowest of the compared OMol25 structures with the same formula, charge and spin, kJ/mol: 0.0
E_HOMO (alpha / beta), eV: -11.1 / -11.1

Element x y z (Å)
Ru: -0.197 0.370 0.238
O: 1.714 0.112 -0.142
C: 2.711 0.988 -0.178
C: 4.011 0.476 -0.307
C: 5.100 1.313 -0.330
C: 4.931 2.698 -0.228
C: 3.664 3.210 -0.109
C: 2.531 2.377 -0.086
C: 1.205 2.961 0.008
N: 0.008 2.349 -0.012
C: -0.963 3.334 0.091
C: -0.361 4.538 0.139
N: 0.988 4.288 0.087
H: 4.123 -0.596 -0.390
H: 6.094 0.896 -0.429
H: 5.786 3.358 -0.249
H: 3.558 4.285 -0.038
H: -2.005 3.092 0.069
H: -0.762 5.534 0.187
H: 1.710 4.987 0.084
Cl: -3.759 1.584 -0.712
C: -3.381 -0.077 -0.404
C: -2.072 -0.467 -0.141
C: -1.884 -1.827 0.026
Cl: -0.217 -2.273 0.350
C: -2.870 -2.794 -0.037
Cl: -2.494 -4.449 0.186
C: -4.174 -2.364 -0.277
Cl: -5.445 -3.505 -0.347
C: -4.428 -1.003 -0.462
Cl: -6.034 -0.483 -0.763
S: 0.507 -0.325 4.579
C: 0.683 -0.305 2.894
N: -0.269 0.301 2.234
C: -1.255 0.804 3.086
C: -2.411 1.487 2.712
C: -3.270 1.896 3.707
C: -2.996 1.634 5.058
C: -1.857 0.958 5.436
C: -0.986 0.543 4.429
H: 1.533 -0.747 2.394
H: -2.629 1.676 1.671
H: -4.176 2.423 3.442
H: -3.693 1.966 5.815
H: -1.646 0.753 6.476

Force components x, y, z for each atom (eV/Å):
Ru 0.3170 -0.8769 -0.3149
O -0.0661 0.1651 0.1905
C 0.0023 0.0098 -0.1693
C 0.0108 -0.0267 -0.0124
C 0.0080 0.0227 0.0030
C -0.0130 -0.0362 -0.0007
C -0.0084 -0.0064 0.0119
C -0.0153 0.0244 0.0575
C -0.0317 -0.0054 -0.2395
N -0.0485 0.1493 0.4380
C 0.0208 -0.0329 -0.0778
C -0.0022 0.0172 -0.0053
N 0.0346 0.0040 -0.0024
H -0.0030 0.0024 -0.0002
H -0.0010 -0.0004 -0.0026
H -0.0013 0.0030 0.0029
H 0.0021 0.0042 0.0015
H -0.0036 0.0229 0.0427
H -0.0060 -0.0027 0.0034
H 0.0028 0.0074 -0.0086
Cl 0.0016 -0.0159 -0.0241
C -0.0250 -0.0527 -0.1794
C -0.0445 0.3352 0.1652
C -0.0920 -0.0666 0.0440
Cl 0.0015 0.3411 -0.0175
C 0.0182 -0.0392 -0.0101
Cl 0.0040 0.0060 0.0012
C -0.0064 0.0184 0.0009
Cl 0.0036 -0.0027 -0.0031
C 0.0140 0.0076 0.0008
Cl -0.0033 0.0028 -0.0031
S 0.0033 -0.0024 0.0192
C 0.0367 0.0868 0.0083
N -0.1002 -0.0553 0.0490
C -0.0032 0.0330 -0.0359
C -0.0147 -0.0061 0.0127
C 0.0081 -0.0054 -0.0033
C 0.0022 -0.0022 0.0035
C -0.0038 0.0024 0.0007
C 0.0126 0.0123 -0.0024
H -0.0083 -0.0122 0.0049
H -0.0019 -0.0282 0.0507
H -0.0014 0.0013 0.0002
H 0.0006 0.0007 0.0003
H 0.0001 -0.0033 -0.0005

=====

Record 3
Here is a molecular structure, C9H8AuN2O4 in a non-equilibrium geometry from the Open Molecules 2025 dataset. Energies are from ωB97M-V/def2-TZVPD.

Results
Total charge: +3
HOMO-LUMO gap (alpha / beta), eV: 9.14 / 5.05
Energy, hartree: -892.497616
Multiplicity: 3
<S²>: 2.02
Energy above the lowest of the compared OMol25 structures with the same formula, charge and spin, kJ/mol: 0.0
E_HOMO (alpha / beta), eV: -20.6 / -20.5

Element x y z (Å)
Au: -1.137 0.004 -0.284
O: -2.133 -0.425 -2.943
C: -1.202 -0.007 -2.375
C: 1.437 0.039 2.043
O: 1.361 0.119 3.174
C: -0.293 1.925 0.067
O: -0.474 3.026 0.338
C: 0.091 -1.798 0.117
O: 0.449 -2.856 -0.170
C: 2.509 0.511 -2.386
H: 2.260 -0.448 -2.807
H: 1.997 1.385 -2.755
C: 3.237 0.582 -1.277
H: 3.421 1.533 -0.785
H: 3.707 -0.300 -0.851
N: -1.660 -1.671 2.575
C: -2.708 -1.809 3.456
C: -3.651 -0.850 3.082
C: -3.082 -0.152 2.036
N: -1.882 -0.615 1.726
H: -0.763 -2.142 2.596
H: -2.702 -2.589 4.216
H: -4.633 -0.646 3.462
H: -3.458 0.638 1.431

Force components x, y, z for each atom (eV/Å):
Au 0.9814 0.0399 -0.0003
O 4.3391 1.9714 2.1102
C -5.1629 -2.1947 -3.3102
C 0.2033 0.2879 2.2858
O 0.0667 -0.1921 -2.0607
C -0.8242 4.6815 1.0788
O 0.8540 -3.4385 -0.8526
C 1.8216 -4.9558 -1.4515
O -1.1287 3.7060 1.0791
C -2.9792 -0.3261 -3.0666
H 0.1410 -0.2190 -0.4828
H 0.1189 0.2621 -0.4764
C 3.1471 0.3767 3.6804
H 0.0156 -0.0131 0.0734
H 0.0342 0.0082 0.0369
N -1.9849 -0.4776 2.4341
C 3.8358 -1.8458 -1.2066
C -1.7689 1.0957 0.1393
C 1.3569 0.5659 -1.4701
N -2.0543 0.2549 0.9164
H -0.0346 -0.1379 0.1153
H -0.0769 0.2190 -0.0386
H -0.3180 -0.2263 0.4528
H -0.5833 0.5576 0.0136

=====

Record 4
Here is a single C4H7N3 molecule in a non-equilibrium geometry from the Open Molecules 2025 dataset. Energies are from ωB97M-V/def2-TZVPD.

Results
HOMO-LUMO gap, eV: 10.37
Energy, hartree: -320.763548
Structure (SMILES): C=C[C@H](C#N)NN
Energy above the lowest of the compared OMol25 structures with the same formula, charge and spin, kJ/mol: 314.4
E_HOMO, eV: -9.5

Element x y z (Å)
C: -1.867 -0.369 0.676
C: -1.280 0.187 -0.383
C: 0.119 -0.181 -0.906
C: 0.547 -1.489 -0.533
N: 1.236 -2.370 -0.284
N: 1.333 0.866 -0.450
N: 1.339 1.122 0.957
H: -2.948 -0.120 0.713
H: -1.209 -1.026 1.221
H: -1.736 0.809 -1.026
H: 0.102 -0.127 -1.977
H: 2.174 0.520 -0.878
H: 0.801 1.918 1.343
H: 1.389 0.260 1.526

Force components x, y, z for each atom (eV/Å):
C -0.0296 1.0756 -1.9206
C 2.7385 -2.2571 1.3976
C 0.6286 2.6038 1.4200
C 1.1322 -0.2578 0.1563
N -0.1271 -0.9066 0.3279
N -4.2353 -0.1030 0.6399
N 1.1002 -1.1543 -0.7081
H 0.9086 -0.6172 1.0910
H -0.8396 -0.4108 0.7595
H -1.9329 2.2744 -1.9291
H 0.0576 0.1214 -0.5774
H 0.5222 -0.2311 0.7528
H 0.3386 -1.1766 -1.1015
H -0.2620 1.0393 -0.3085

=====

Record 5
Here is a molecular structure, C4H7NO3 in a non-equilibrium geometry from the Open Molecules 2025 dataset. Energies are from ωB97M-V/def2-TZVPD.

Results
HOMO-LUMO gap, eV: 8.79
Energy, hartree: -436.833645
Energy above the lowest of the compared OMol25 structures with the same formula, charge and spin, kJ/mol: 813.2
E_HOMO, eV: -8.4

Element x y z (Å)
C: -0.060 1.223 2.037
C: 0.009 0.115 -0.093
C: 0.710 0.962 -0.967
C: 0.043 -1.623 -1.706
H: -0.781 1.106 2.952
H: 1.065 0.613 2.432
H: 0.256 2.327 1.643
H: 1.225 1.836 -0.383
H: 1.162 0.828 -1.907
H: -1.911 -0.931 0.396
H: -0.285 -2.673 -2.298
N: -0.383 -1.196 -0.644
O: -0.750 0.303 1.006
O: -1.343 -1.797 -0.036
O: 1.044 -1.093 -2.434

Force components x, y, z for each atom (eV/Å):
C 1.8702 -1.6819 1.2724
C 0.7365 0.0675 -4.7688
C 0.2088 1.5356 5.9934
C 6.9490 -3.5780 -11.8812
H 1.4280 0.8954 -1.9329
H -3.5424 1.9207 -1.5164
H -1.3415 -2.9325 0.8645
H -1.5384 -1.0821 -1.1179
H -0.0510 -0.9579 -0.5619
H 1.8497 -3.7159 -1.4023
H -0.0967 2.6537 2.5953
N 0.8587 5.3633 3.9332
O 2.6038 2.5958 1.7192
O -5.9801 0.9729 3.9068
O -3.9546 -2.0565 2.8966